The following is a DFT calculation (ωB97M-V with the def2-TZVPD basis set) of a structure of composition C5H9InNO3P2S.

HOMO energy (eV): -4.79
Energy relative to the best compared isomer or geometry (same formula, charge and spin) (kcal/mol): 0.0
Charge: -1
2S+1: 1
DFT total energy (eV): -47553.1971
HOMO-LUMO gap (eV): 7.690

Each line ends with the Mulliken charge.
Positions of all 22 atoms, in Å:
O (2.61878, 2.26310, 1.07178)  -0.663
P (1.91180, 2.65922, -0.19726)  0.273
In (0.00141, 1.16683, -0.98782)  0.414
C (0.38421, -0.90112, -0.40186)  0.263
C (1.15898, -1.18367, 0.73388)  -0.126
C (1.37618, -2.49085, 1.11687)  -0.475
C (0.81333, -3.50926, 0.36509)  -0.326
C (0.06749, -3.15378, -0.74696)  -0.293
N (-0.14957, -1.89747, -1.13177)  -0.530
P (-2.06754, 1.75319, 0.41029)  0.389
O (-2.75042, 3.20497, 0.13440)  -0.532
O (-3.33773, 0.84530, -0.12947)  -0.549
S (-1.74606, 1.50080, 2.31205)  -0.455
H (2.82331, 2.83917, -1.27586)  -0.018
H (1.42392, 3.99421, -0.14248)  0.003
H (-0.29880, 1.33832, -2.70895)  -0.345
H (1.57901, -0.35655, 1.30414)  0.317
H (1.96570, -2.72291, 2.00156)  0.362
H (0.94968, -4.55576, 0.62491)  0.341
H (-0.38459, -3.93518, -1.36436)  0.335
H (-3.35089, 3.17029, -0.62234)  0.289
H (-2.98822, -0.02887, -0.36585)  0.325

Cartesian forces (eV/Å) of the 6 atoms listed first:
0.1 -0.1 -0.1
-0.1 -0.2 0.4
-0.1 -0.1 -0.4
0.2 0.0 0.2
0.0 0.3 0.0
0.1 -0.2 0.3

The following is a DFT calculation (ωB97M-V with the def2-TZVPD basis set) of the ion CH2NO2S with charge -1 in a non-equilibrium geometry.

HOMO energy (eV): -3.66
Energy relative to the best compared isomer or geometry (same formula, charge and spin) (kcal/mol): 41.9
SMILES string: NOC([O-])=S
Charge: -1
2S+1: 1
DFT total energy (eV): -17489.1927
HOMO-LUMO gap (eV): 7.530

Each line ends with the natural charge from an NBO analysis.
Positions of all 7 atoms, in Å:
C (0.91700, -0.12374, 0.11026)  0.454
N (-1.28451, 0.52618, 0.10114)  -0.542
O (0.25263, -1.35606, 0.34899)  -0.817
O (0.09239, 0.98961, 0.16919)  -0.421
S (2.53122, 0.04228, -0.13429)  -0.362
H (-1.18295, -0.47354, 0.31169)  0.383
H (-1.32578, 0.39526, -0.90699)  0.306

Cartesian forces (eV/Å) of the 6 atoms listed first:
-3.4 -5.3 1.7
-0.3 0.9 -0.8
3.1 5.1 -1.3
0.2 -1.4 0.0
0.7 0.4 -0.2
0.3 -0.2 0.9

The following is a DFT calculation (ωB97M-V with the def2-TZVPD basis set) of a structure of composition C6H9Cl4NO2 in a non-equilibrium geometry.

HOMO energy (eV): -10.50
Energy relative to the best compared isomer or geometry (same formula, charge and spin) (kcal/mol): 26.3
2S+1: 1
DFT total energy (eV): -62038.1007
HOMO-LUMO gap (eV): 10.454

Each line ends with the natural charge from an NBO analysis.
Positions of all 22 atoms, in Å:
C (-2.98777, 0.85104, -1.24172)  -0.687
C (2.70856, -1.14722, 1.56002)  -0.678
C (-0.47532, 0.55512, -0.05785)  -0.165
C (-2.26058, -0.17484, -0.43131)  -0.157
C (1.68792, -0.09628, 1.18882)  -0.263
C (0.54090, -0.55115, 0.31859)  -0.041
N (-0.87132, 1.46921, 0.97230)  0.495
O (-1.17562, 2.55096, 0.55639)  -0.380
O (-0.92061, 1.13789, 2.13667)  -0.381
Cl (-2.99694, -0.65992, 1.06576)  0.042
Cl (2.33260, 1.34570, 0.28986)  -0.054
Cl (-0.25287, -1.86667, 1.31810)  -0.018
Cl (1.26592, -1.22364, -1.12056)  0.024
H (-2.60825, 0.94221, -2.33288)  0.238
H (-4.16005, 0.58416, -1.18572)  0.246
H (-2.81801, 1.82476, -0.74663)  0.249
H (3.77425, -0.76499, 1.65323)  0.249
H (2.59316, -1.91113, 2.44050)  0.258
H (2.84010, -1.89614, 0.70109)  0.233
H (-0.08364, 1.00367, -1.03033)  0.281
H (-1.91508, -1.09182, -1.05847)  0.236
H (1.14666, 0.30997, 2.09706)  0.272

Cartesian forces (eV/Å) of the 6 atoms listed first:
-1.9 0.3 -0.6
2.6 -2.8 -0.5
-1.6 -2.7 -2.1
4.0 -1.2 -1.4
-1.1 1.3 2.0
-0.8 -0.7 1.1

The following is a DFT calculation (ωB97M-V with the def2-TZVPD basis set) of an isolated molecule of C6H10N2 in a non-equilibrium geometry.

HOMO energy (eV): -7.52
Energy relative to the best compared isomer or geometry (same formula, charge and spin) (kcal/mol): 31.2
SMILES string: Cc1ccc(C)n1N
2S+1: 1
DFT total energy (eV): -9363.0833
HOMO-LUMO gap (eV): 8.475

Each line ends with the natural charge from an NBO analysis.
Positions of all 18 atoms, in Å:
C (-2.17187, 0.71018, -1.02287)  -0.650
C (2.41038, -0.57975, 0.62141)  -0.644
N (0.18242, 0.40317, -0.17866)  -0.177
C (-1.11910, -0.00588, -0.25285)  0.125
C (0.92992, -0.60017, 0.54501)  0.109
N (0.66953, 1.61089, -0.71535)  -0.642
C (-1.23590, -1.18112, 0.47175)  -0.314
C (0.02672, -1.51447, 1.02691)  -0.297
H (1.22017, 2.10795, -0.01991)  0.359
H (-0.07615, 2.25487, -0.96344)  0.369
H (-2.14185, -1.76858, 0.56324)  0.215
H (0.24434, -2.35735, 1.67126)  0.222
H (-1.79838, 1.02962, -2.00083)  0.214
H (-3.03672, 0.06009, -1.19000)  0.237
H (-2.51374, 1.59463, -0.47667)  0.212
H (2.74742, -0.80324, 1.63929)  0.224
H (2.84137, 0.38171, 0.33018)  0.216
H (2.82144, -1.34257, -0.04846)  0.223

Cartesian forces (eV/Å) of the 6 atoms listed first:
0.1 0.3 0.0
0.3 0.1 0.2
0.2 -1.8 1.0
-0.2 -0.8 0.5
-0.8 1.9 -0.5
0.9 0.2 -0.3